(1)
Computed, not measured: a cluster of 2 separate species, C4H9NOS in total in a non-equilibrium geometry, with ωB97M-V/def2-TZVPD.

Computed properties:
- SMILES: C=C=NC.CSO
- E_LUMO: 0.79 eV
- HOMO energy: -8.092 eV
- Energy relative to the best compared isomer or geometry (same formula, charge and spin): 392.6 kJ/mol

Structure (ORCA input):
```
! RIJCOSX wB97M-V def2-TZVPD def2/J DEFGRID3
* xyz 0 1
C 0.897 0.424 2.022
C 0.569 1.047 3.042
C 2.032 -0.832 0.193
C -2.142 -0.005 -2.781
N 0.989 -0.319 1.083
O -1.434 0.109 -0.233
S -1.593 -1.102 -1.431
H -0.560 -0.005 0.192
H 0.548 0.576 4.066
H 0.233 2.091 2.874
H 2.218 -1.870 0.450
H 2.999 -0.111 0.337
H 1.699 -0.723 -0.835
H -2.252 -0.438 -3.828
H -1.200 0.611 -2.697
H -3.002 0.548 -2.457
*
```

Population analysis type Löwdin, resulting atomic charges in e:
1. C -0.255
2. C -0.003
3. C -0.075
4. C -0.401
5. N -0.010
6. O -0.491
7. S 0.742
8. H -0.046
9. H 0.092
10. H 0.080
11. H 0.075
12. H 0.130
13. H 0.056
14. H 0.065
15. H 0.025
16. H 0.014

(2)
Computed, not measured: a cluster of 2 separate species, C14H31ClN2O5P in total, with ωB97M-V/def2-TZVPD.

Computed properties:
- E_LUMO: -2.52 eV
- HOMO energy: -12.787 eV

Structure (ORCA input):
```
! RIJCOSX wB97M-V def2-TZVPD def2/J DEFGRID3
* xyz 1 1
C -4.330 0.869 0.634
C -4.236 1.961 -0.446
C -2.803 2.429 -0.761
C -2.201 3.088 0.493
C -1.906 1.302 -1.324
C -2.706 0.337 -2.214
O -1.898 -0.379 -3.135
C -0.626 -0.643 -2.599
C 0.172 0.663 -2.588
C 1.472 0.612 -1.752
Cl 2.856 0.921 -2.870
C 1.763 -0.633 -0.911
C 0.927 -0.719 0.370
N -0.783 1.809 -2.227
P -0.087 3.631 -1.969
N 0.750 3.560 -0.511
O 1.033 3.530 -3.103
H -3.366 0.670 1.109
H -4.687 -0.081 0.237
H -5.018 1.155 1.429
H -4.758 2.856 -0.105
H -4.764 1.657 -1.350
H -2.883 3.188 -1.548
H -1.468 2.453 1.002
H -2.985 3.289 1.224
H -1.713 4.041 0.288
H -1.396 0.788 -0.506
H -3.288 -0.347 -1.591
H -3.397 0.917 -2.828
H -0.708 -1.094 -1.610
H -0.127 -1.358 -3.252
H 0.431 0.877 -3.622
H 1.502 1.452 -1.070
H 2.812 -0.553 -0.626
H 1.686 -1.539 -1.514
H 0.002 -1.284 0.260
H 0.671 0.276 0.753
H 1.496 -1.214 1.158
H -1.273 2.001 -3.107
H 1.763 3.572 -0.580
H 0.451 2.920 0.212
H 1.852 3.001 -2.999
C 1.953 -3.810 5.350
O 2.943 -4.647 4.743
C 3.472 -4.170 3.622
O 3.179 -3.123 3.093
O 4.378 -5.035 3.181
C 5.050 -4.648 1.978
H 1.636 -4.343 6.240
H 2.381 -2.844 5.613
H 1.113 -3.662 4.673
H 5.584 -3.711 2.125
H 4.337 -4.535 1.163
H 5.745 -5.454 1.767
*
```

Population analysis type Löwdin, resulting atomic charges in e:
1. C -0.079
2. C -0.216
3. C -0.344
4. C -0.070
5. C -0.232
6. C -0.132
7. O -0.083
8. C -0.150
9. C -0.254
10. C -0.615
11. Cl 0.712
12. C -0.257
13. C -0.072
14. N -0.096
15. P 0.956
16. N -0.146
17. O -0.273
18. H 0.076
19. H 0.072
20. H 0.081
21. H 0.117
22. H 0.104
23. H 0.126
24. H 0.073
25. H 0.093
26. H 0.060
27. H 0.134
28. H 0.136
29. H 0.142
30. H 0.113
31. H 0.154
32. H 0.128
33. H 0.053
34. H 0.106
35. H 0.119
36. H 0.070
37. H 0.070
38. H 0.082
39. H 0.135
40. H 0.066
41. H 0.033
42. H 0.005
43. C -0.033
44. O 0.011
45. C -0.626
46. O 0.098
47. O 0.011
48. C -0.033
49. H 0.096
50. H 0.097
51. H 0.094
52. H 0.097
53. H 0.093
54. H 0.097

(3)
Computed, not measured: a cluster of 11 separate species, C41H103O26P3 in total in a non-equilibrium geometry, with ωB97M-V/def2-TZVPD.

Computed properties:
- SMILES: COP(=O)(OC)OC.COP(=O)(OC)OC.COP(=O)(OC)OC.C1CCOC1.C1CCOC1.COCCOC.COCCOC.COCCOC.COCCOC.COCCOC.COCCOC
- E_LUMO: 0.26 eV
- HOMO energy: -9.337 eV

Structure (ORCA input):
```
! RIJCOSX wB97M-V def2-TZVPD def2/J DEFGRID3
* xyz 0 1
C -0.061 -3.371 -10.194
O 0.598 -3.601 -8.975
P -0.261 -3.392 -7.565
O -1.175 -2.223 -7.548
O -0.941 -4.842 -7.298
C -2.281 -5.068 -7.722
O 0.885 -3.375 -6.395
C 0.451 -3.475 -5.027
H 0.628 -2.759 -10.777
H -1.053 -2.918 -10.199
H -0.094 -4.307 -10.751
H -2.782 -5.465 -6.840
H -2.219 -5.737 -8.581
H -2.841 -4.234 -8.146
H -0.630 -3.608 -5.055
H 0.762 -2.608 -4.443
H 0.968 -4.315 -4.564
C 6.102 6.264 -8.663
O 5.220 6.454 -7.548
P 5.891 6.597 -6.074
O 6.558 7.894 -5.847
O 4.673 6.233 -5.057
C 3.733 5.210 -5.251
O 6.843 5.266 -5.954
C 8.242 5.310 -6.047
H 7.052 6.795 -8.730
H 5.543 6.229 -9.598
H 6.413 5.220 -8.637
H 3.097 5.165 -4.367
H 4.086 4.199 -5.455
H 3.041 5.419 -6.066
H 8.614 5.314 -5.023
H 8.571 6.226 -6.537
H 8.762 4.530 -6.604
C 0.614 1.399 -0.242
O -0.509 0.976 0.506
P -0.849 -0.589 0.650
O 0.260 -1.517 0.374
O -2.122 -0.834 -0.341
C -3.247 0.086 -0.187
O -1.487 -0.801 2.144
C -2.055 -2.038 2.530
H 1.091 2.209 0.309
H 0.331 1.909 -1.163
H 1.326 0.587 -0.393
H -3.960 -0.467 0.424
H -3.684 0.313 -1.160
H -3.173 1.060 0.296
H -1.443 -2.682 3.162
H -2.203 -2.702 1.678
H -3.046 -1.821 2.930
C -3.592 -9.307 1.604
O -2.783 -9.507 2.750
C -2.003 -8.339 3.199
C -0.847 -7.893 2.298
O -1.412 -7.133 1.212
C -0.429 -6.939 0.194
H -4.091 -8.339 1.579
H -4.365 -10.067 1.490
H -3.002 -9.393 0.691
H -1.412 -8.663 4.056
H -2.658 -7.520 3.494
H -0.270 -8.745 1.940
H -0.239 -7.259 2.943
H -0.988 -6.386 -0.561
H -0.072 -7.917 -0.129
H 0.395 -6.308 0.527
C -5.008 0.830 -5.324
O -6.430 0.607 -5.139
C -7.011 -0.465 -5.785
C -8.539 -0.530 -5.626
O -9.015 -1.084 -4.338
C -8.494 -0.374 -3.165
H -4.691 1.186 -6.305
H -4.500 -0.117 -5.143
H -4.556 1.467 -4.564
H -6.524 -1.345 -5.365
H -6.735 -0.359 -6.834
H -8.944 -1.089 -6.469
H -8.874 0.502 -5.732
H -8.767 0.682 -3.155
H -7.414 -0.412 -3.022
H -8.963 -0.817 -2.287
C 4.865 -4.393 2.974
O 4.230 -5.445 3.701
C 4.095 -5.179 5.114
C 5.342 -5.539 5.961
O 5.542 -6.954 5.974
C 6.760 -7.264 6.563
H 5.896 -4.353 3.326
H 4.331 -3.444 2.926
H 4.930 -4.801 1.965
H 3.227 -5.734 5.472
H 3.808 -4.133 5.217
H 5.146 -5.310 7.008
H 6.218 -4.974 5.641
H 6.751 -8.344 6.712
H 6.738 -6.789 7.544
H 7.629 -6.945 5.988
C -0.247 9.490 0.962
O -1.595 9.145 1.220
C -2.456 9.116 0.040
C -2.015 8.349 -1.229
O -1.385 7.096 -0.912
C -2.070 6.181 -0.069
H 0.233 8.699 0.386
H 0.260 9.758 1.890
H -0.260 10.377 0.328
H -2.767 10.103 -0.304
H -3.316 8.609 0.477
H -1.251 8.969 -1.699
H -2.766 8.141 -1.991
H -2.912 5.851 -0.678
H -2.394 6.583 0.891
H -1.446 5.303 0.097
C -6.562 1.039 4.509
O -6.833 1.581 3.223
C -6.658 3.002 3.151
C -7.140 3.632 1.911
O -6.434 3.135 0.752
C -7.072 3.695 -0.340
H -5.544 1.280 4.819
H -6.696 -0.041 4.456
H -7.301 1.406 5.221
H -5.652 3.361 3.371
H -7.258 3.459 3.938
H -7.026 4.715 1.969
H -8.205 3.407 1.855
H -6.921 4.773 -0.382
H -8.131 3.436 -0.373
H -6.548 3.371 -1.239
C 4.478 7.397 6.099
O 3.286 6.744 6.004
C 2.798 6.795 4.592
C 1.400 6.075 4.405
O 1.576 4.660 4.698
C 0.407 3.844 4.632
H 5.368 6.913 5.697
H 4.609 7.581 7.165
H 4.485 8.400 5.673
H 3.575 6.356 3.967
H 2.714 7.843 4.302
H 1.133 6.225 3.359
H 0.608 6.556 4.979
H -0.313 4.180 5.379
H 0.535 2.771 4.772
H -0.009 4.023 3.641
C 7.474 -0.251 -1.782
C 7.843 0.518 -2.988
C 6.584 1.334 -3.251
O 5.501 0.479 -2.930
C 5.956 -0.524 -1.960
H 7.555 0.417 -0.925
H 8.023 -1.154 -1.514
H 8.091 -0.153 -3.811
H 8.727 1.144 -2.870
H 6.433 1.701 -4.266
H 6.595 2.189 -2.575
H 5.811 -1.502 -2.420
H 5.427 -0.506 -1.007
C 0.541 -5.797 9.214
C 0.563 -7.310 9.006
C -0.936 -7.583 9.023
O -1.394 -6.514 8.161
C -0.554 -5.368 8.288
H 1.504 -5.313 9.050
H 0.259 -5.570 10.242
H 1.000 -7.755 9.901
H 0.982 -7.597 8.042
H -1.436 -7.621 9.991
H -1.323 -8.497 8.572
H -1.004 -4.477 8.725
H -0.019 -5.155 7.362
*
```

Atomic partial charges in e from the Löwdin method, atoms 1 to 99:
1. C -0.141
2. O -0.223
3. P 0.495
4. O -0.251
5. O -0.234
6. C -0.108
7. O -0.233
8. C -0.090
9. H 0.088
10. H 0.088
11. H 0.085
12. H 0.094
13. H 0.087
14. H 0.082
15. H 0.079
16. H 0.091
17. H 0.089
18. C -0.107
19. O -0.222
20. P 0.474
21. O -0.230
22. O -0.203
23. C -0.126
24. O -0.238
25. C -0.132
26. H 0.093
27. H 0.090
28. H 0.078
29. H 0.090
30. H 0.089
31. H 0.085
32. H 0.091
33. H 0.079
34. H 0.088
35. C -0.102
36. O -0.222
37. P 0.450
38. O -0.242
39. O -0.225
40. C -0.090
41. O -0.231
42. C -0.116
43. H 0.085
44. H 0.090
45. H 0.083
46. H 0.085
47. H 0.082
48. H 0.086
49. H 0.090
50. H 0.083
51. H 0.090
52. C -0.127
53. O -0.186
54. C -0.158
55. C -0.204
56. O -0.211
57. C -0.101
58. H 0.085
59. H 0.080
60. H 0.077
61. H 0.115
62. H 0.126
63. H 0.126
64. H 0.121
65. H 0.088
66. H 0.085
67. H 0.085
68. C -0.068
69. O -0.219
70. C -0.249
71. C -0.147
72. O -0.192
73. C -0.091
74. H 0.084
75. H 0.080
76. H 0.081
77. H 0.127
78. H 0.122
79. H 0.119
80. H 0.117
81. H 0.081
82. H 0.074
83. H 0.082
84. C -0.104
85. O -0.197
86. C -0.172
87. C -0.194
88. O -0.186
89. C -0.134
90. H 0.080
91. H 0.088
92. H 0.086
93. H 0.118
94. H 0.115
95. H 0.118
96. H 0.116
97. H 0.092
98. H 0.083
99. H 0.090

(4)
Computed, not measured: a structure of composition C20H24NPtSSbSi in a non-equilibrium geometry, with ωB97M-V/def2-TZVPD.

Computed properties:
- E_LUMO (alpha / beta): -8.68 / -9.14 eV
- HOMO energy (alpha / beta): -14.784 / -14.778 eV
- Energy relative to the best compared isomer or geometry (same formula, charge and spin): 278.1 kJ/mol

Structure (ORCA input):
```
! RIJCOSX wB97M-V def2-TZVPD def2/J DEFGRID3
* xyz 2 1
Pt -0.120 0.247 0.174
S 0.362 0.599 2.324
C 0.037 2.288 1.911
C -0.010 3.383 2.742
C -0.324 4.603 2.151
C -0.597 4.673 0.788
C -0.548 3.519 0.031
N -0.208 2.359 0.606
H 0.171 3.285 3.804
H -0.361 5.498 2.757
H -0.846 5.612 0.314
H -0.759 3.506 -1.029
C 3.963 -0.273 0.351
Sb 2.254 -0.453 -0.867
C 2.482 -2.349 -1.755
C 2.625 0.948 -2.404
H 4.816 -0.450 -0.303
H 3.936 -1.017 1.143
H 4.016 0.726 0.777
H 3.359 -2.298 -2.400
H 1.604 -2.613 -2.339
H 2.642 -3.083 -0.968
H 3.483 0.588 -2.971
H 2.859 1.909 -1.952
H 1.765 1.044 -3.064
C -3.517 2.548 -3.630
C -2.177 2.261 -3.410
C -1.821 1.438 -2.353
C -2.795 0.901 -1.501
C -4.142 1.189 -1.741
C -4.494 2.015 -2.799
Si -2.470 -0.060 0.035
C -2.884 -1.798 -0.066
C -3.606 -2.386 0.994
C -4.039 -3.694 0.893
C -3.739 -4.435 -0.246
C -2.988 -3.885 -1.283
C -2.560 -2.577 -1.198
H -3.804 3.175 -4.463
H -1.419 2.676 -4.063
H -0.764 1.203 -2.202
H -4.922 0.768 -1.114
H -5.538 2.234 -2.978
H -3.166 0.528 1.194
H -3.842 -1.812 1.883
H -4.605 -4.141 1.698
H -4.106 -5.450 -0.334
H -2.757 -4.477 -2.159
H -2.007 -2.140 -2.023
*
```

Population analysis type Löwdin, resulting atomic charges in e:
1. Pt 0.554
2. S 0.722
3. C -0.693
4. C -0.027
5. C 0.006
6. C -0.006
7. C -0.067
8. N -0.121
9. H 0.132
10. H 0.134
11. H 0.128
12. H 0.117
13. C -0.267
14. Sb 1.269
15. C -0.277
16. C -0.276
17. H 0.034
18. H 0.027
19. H 0.023
20. H 0.031
21. H 0.016
22. H 0.026
23. H 0.033
24. H 0.023
25. H 0.007
26. C -0.041
27. C -0.067
28. C -0.150
29. C -0.333
30. C -0.077
31. C -0.040
32. Si 0.647
33. C -0.339
34. C -0.080
35. C -0.043
36. C -0.021
37. C -0.051
38. C -0.086
39. H 0.121
40. H 0.116
41. H 0.063
42. H 0.116
43. H 0.122
44. H 0.021
45. H 0.105
46. H 0.122
47. H 0.124
48. H 0.119
49. H 0.105